No. 1
{
  "formula": "C7H11O7",
  "method": "the ωB97M-V functional and the def2-TZVPD basis",
  "elements": ["O", "C", "O", "O", "C", "C", "C", "H", "H", "H", "H", "H", "H", "O", "C", "C", "O", "C", "O", "O", "H", "H", "H", "H", "H"],
  "xyz": [[-2.12, 1.92, -0.60], [-3.10, 1.12, -0.43], [-3.93, 0.78, -1.28], [-3.06, 0.49, 0.77], [-4.05, -0.48, 1.05], [-3.84, -0.97, 2.45], [-4.79, -0.98, 3.39], [-3.96, -1.32, 0.33], [-5.06, -0.05, 0.93], [-2.84, -1.36, 2.68], [-4.61, -1.38, 4.38], [-5.81, -0.66, 3.16], [-0.06, 1.40, -1.49], [6.06, -0.68, -0.81], [5.10, 0.27, -1.22], [3.85, -0.51, -1.62], [2.87, 0.38, -2.13], [1.87, 0.78, -1.32], [1.93, 0.71, -0.11], [0.88, 1.21, -2.03], [6.82, -0.22, -0.42], [5.45, 0.86, -2.08], [4.85, 0.96, -0.40], [3.45, -1.07, -0.77], [4.09, -1.20, -2.44]],
  "relative_energy_kcal_mol": 31.8,
  "charge": -1,
  "lumo_ev": 2.5,
  "total_energy_ha": -800.0723
}

=====

No. 2
{
  "formula": "C7H11P",
  "method": "the ωB97M-V functional and the def2-TZVPD basis",
  "elements": ["H", "P", "C", "C", "C", "C", "C", "C", "C", "H", "H", "H", "H", "H", "H", "H", "H", "H", "H"],
  "xyz": [[-0.48, 0.38, 2.99], [-0.35, -0.91, 2.77], [-0.12, -0.69, 1.13], [0.25, -2.25, 0.21], [0.68, -3.28, 0.89], [0.00, 0.50, 0.41], [-1.05, 1.56, 0.55], [0.96, 0.45, -0.47], [1.12, 1.49, -1.51], [-0.10, -2.11, -0.80], [0.95, -4.25, 0.42], [0.83, -3.04, 1.92], [-2.02, 1.08, 0.73], [-1.06, 2.18, -0.35], [-0.90, 2.26, 1.48], [1.59, -0.43, -0.75], [0.65, 2.40, -1.08], [2.21, 1.70, -1.87], [0.41, 1.24, -2.42]],
  "relative_energy_kcal_mol": 58.0,
  "smiles": "[H]/P=C(C=C)\\C(C)=C\\C",
  "charge": 0,
  "lumo_ev": 0.1,
  "total_energy_ha": -614.5120
}

=====

No. 3
{
  "formula": "C7H12",
  "method": "the ωB97M-V functional and the def2-TZVPD basis",
  "elements": ["C", "C", "C", "C", "H", "H", "H", "H", "H", "H", "C", "C", "C", "H", "H", "H", "H", "H", "H"],
  "xyz": [[0.70, -0.19, 1.76], [1.47, 0.41, 0.65], [1.90, 1.41, -0.05], [2.51, 0.08, -0.39], [1.39, -0.63, 2.48], [0.08, 0.55, 2.27], [0.05, -1.00, 1.38], [1.92, 2.47, -0.25], [2.23, -0.44, -1.31], [3.53, -0.15, -0.06], [-1.00, -1.29, -1.30], [-2.06, -0.74, -0.71], [-2.15, 0.70, -0.29], [-1.00, -2.34, -1.61], [-0.10, -0.72, -1.51], [-2.94, -1.35, -0.53], [-2.89, 1.24, -0.88], [-1.18, 1.20, -0.41], [-2.45, 0.78, 0.76]],
  "relative_energy_kcal_mol": 70.6,
  "smiles": "CC1=CC1.C=CC",
  "charge": 0,
  "lumo_ev": 1.1,
  "total_energy_ha": -273.7960
}

=====

No. 4
{
  "formula": "C7H12",
  "method": "the ωB97M-V functional and the def2-TZVPD basis",
  "elements": ["C", "C", "C", "C", "C", "C", "C", "H", "H", "H", "H", "H", "H", "H", "H", "H", "H", "H", "H"],
  "xyz": [[1.84, -0.16, -1.07], [1.03, -0.29, -0.01], [1.16, -1.37, 1.01], [-0.10, 0.68, 0.16], [0.08, 1.97, -0.11], [-1.43, 0.13, 0.56], [-2.24, -0.64, -0.54], [1.54, 0.50, -1.88], [2.81, -0.63, -1.14], [0.43, -2.16, 0.81], [0.96, -1.02, 2.02], [2.13, -1.87, 1.07], [-0.79, 2.57, 0.17], [0.90, 2.55, -0.50], [-1.25, -0.64, 1.32], [-2.09, 0.81, 1.10], [-1.54, -0.68, -1.38], [-2.59, -1.60, -0.20], [-3.09, -0.06, -0.90]],
  "relative_energy_kcal_mol": 31.2,
  "smiles": "C=C(C)C(=C)CC",
  "charge": 0,
  "lumo_ev": 1.1,
  "total_energy_ha": -273.8588
}

=====

No. 5
{
  "formula": "C7H12",
  "method": "the ωB97M-V functional and the def2-TZVPD basis",
  "elements": ["C", "C", "C", "C", "C", "C", "C", "H", "H", "H", "H", "H", "H", "H", "H", "H", "H", "H", "H"],
  "xyz": [[-1.54, 0.80, 0.17], [-1.17, -0.62, -0.08], [-0.15, -0.78, -1.23], [0.93, -0.92, -0.17], [2.23, -0.71, -0.17], [0.25, 2.08, 0.34], [-0.10, -1.15, 0.92], [-2.18, 1.21, -0.63], [-0.79, 2.25, 0.40], [-2.13, 0.91, 1.10], [-2.07, -1.25, -0.16], [-0.31, -1.70, -1.80], [-0.06, 0.06, -1.93], [2.77, -0.45, -1.08], [2.81, -0.76, 0.75], [0.84, 2.07, -0.60], [0.90, 1.78, 1.17], [0.02, -0.59, 1.85], [-0.24, -2.21, 1.15]],
  "relative_energy_kcal_mol": 114.9,
  "charge": 0,
  "lumo_ev": 0.9,
  "total_energy_ha": -273.7254
}

=====

No. 6
{
  "formula": "C7H12",
  "method": "the ωB97M-V functional and the def2-TZVPD basis",
  "elements": ["C", "C", "C", "C", "C", "C", "C", "H", "H", "H", "H", "H", "H", "H", "H", "H", "H", "H", "H"],
  "xyz": [[2.99, -1.83, 0.19], [2.43, -0.78, -0.44], [0.97, -0.59, -0.59], [0.18, -0.67, 0.49], [-1.27, -0.33, 0.60], [-1.73, 0.72, -0.41], [-1.72, 2.16, 0.07], [2.54, -2.52, 0.90], [3.91, -2.18, -0.29], [3.10, -0.17, -1.04], [0.79, -0.19, -1.58], [0.56, -1.26, 1.31], [-2.04, -1.13, 0.65], [-1.38, 0.00, 1.65], [-1.18, 0.60, -1.36], [-2.72, 0.49, -0.81], [-2.77, 2.40, 0.37], [-1.55, 2.92, -0.68], [-1.12, 2.36, 0.98]],
  "relative_energy_kcal_mol": 51.5,
  "smiles": "C=C/C=C/CCC",
  "charge": 0,
  "lumo_ev": 1.1,
  "total_energy_ha": -273.8264
}

=====

No. 7
{
  "formula": "C7H12",
  "method": "the ωB97M-V functional and the def2-TZVPD basis",
  "elements": ["C", "C", "C", "C", "C", "C", "C", "H", "H", "H", "H", "H", "H", "H", "H", "H", "H", "H", "H"],
  "xyz": [[-3.15, 1.30, 1.96], [-2.13, 1.30, 0.89], [-1.11, 0.44, 0.75], [0.04, 0.52, -0.14], [0.73, -0.53, -0.57], [2.00, -0.49, -1.42], [2.86, -1.75, -1.29], [-3.46, 0.31, 2.31], [-3.97, 1.91, 1.52], [-2.84, 1.81, 2.88], [-2.11, 2.25, 0.35], [-1.26, -0.57, 1.12], [0.57, 1.47, -0.34], [0.38, -1.58, -0.53], [1.87, -0.32, -2.50], [2.61, 0.35, -1.10], [3.03, -2.05, -0.24], [2.21, -2.55, -1.66], [3.73, -1.81, -1.98]],
  "relative_energy_kcal_mol": 35.3,
  "smiles": "C/C=C/C=C/CC",
  "charge": 0,
  "lumo_ev": 1.1,
  "total_energy_ha": -273.8523
}

=====

No. 8
{
  "formula": "C7H12",
  "method": "the ωB97M-V functional and the def2-TZVPD basis",
  "elements": ["C", "C", "C", "C", "H", "H", "H", "H", "H", "H", "C", "C", "C", "H", "H", "H", "H", "H", "H"],
  "xyz": [[0.38, 1.85, 0.03], [-0.57, 1.23, 0.98], [-0.85, 0.66, 2.11], [-2.02, 0.95, 1.22], [0.18, 2.93, -0.05], [1.42, 1.71, 0.34], [0.25, 1.41, -0.97], [-0.54, 0.27, 3.06], [-2.52, 0.14, 0.67], [-2.70, 1.78, 1.46], [-0.58, -1.42, -1.26], [0.72, -1.46, -1.53], [1.80, -1.43, -0.50], [-1.34, -1.45, -2.04], [-0.94, -1.34, -0.23], [1.04, -1.54, -2.57], [2.30, -2.41, -0.43], [1.40, -1.18, 0.49], [2.58, -0.70, -0.76]],
  "relative_energy_kcal_mol": 70.7,
  "smiles": "CC1=CC1.C=CC",
  "charge": 0,
  "lumo_ev": 1.1,
  "total_energy_ha": -273.7959
}

=====

No. 9
{
  "formula": "C7H12",
  "method": "the ωB97M-V functional and the def2-TZVPD basis",
  "elements": ["C", "C", "C", "C", "C", "C", "C", "H", "H", "H", "H", "H", "H", "H", "H", "H", "H", "H", "H"],
  "xyz": [[0.03, -0.73, -2.26], [0.38, -0.87, -0.78], [0.81, 0.46, -0.12], [0.28, 0.39, 1.33], [-0.25, 1.73, 1.84], [-0.72, -0.74, 1.48], [-0.77, -1.36, 0.14], [-0.83, -0.07, -2.39], [0.87, -0.31, -2.82], [-0.22, -1.70, -2.70], [1.20, -1.60, -0.69], [1.90, 0.62, -0.18], [0.34, 1.30, -0.65], [1.09, 0.06, 2.02], [-1.05, 2.08, 1.19], [0.54, 2.50, 1.83], [-0.64, 1.65, 2.85], [-1.81, -1.01, -0.08], [-1.13, -2.40, 0.00]],
  "relative_energy_kcal_mol": 73.7,
  "charge": 0,
  "lumo_ev": 0.5,
  "total_energy_ha": -273.7911
}

=====

No. 10
{
  "formula": "C7H12",
  "method": "the ωB97M-V functional and the def2-TZVPD basis",
  "elements": ["C", "C", "C", "C", "C", "C", "C", "H", "H", "H", "H", "H", "H", "H", "H", "H", "H", "H", "H"],
  "xyz": [[-2.54, 0.32, 0.13], [-1.32, -0.50, -0.15], [-0.27, -0.05, -1.08], [0.89, 0.04, -0.06], [2.21, -0.67, -0.28], [2.15, 0.77, 0.03], [0.36, 0.05, 1.34], [-3.29, 0.15, -0.65], [-2.31, 1.39, 0.14], [-3.00, 0.05, 1.09], [-1.36, -1.56, 0.07], [-0.03, -0.77, -1.87], [-0.50, 0.92, -1.54], [2.37, -1.00, -1.31], [2.61, -1.37, 0.46], [2.62, 1.61, -0.49], [1.48, 0.56, 1.62], [-0.32, 0.87, 1.58], [0.22, -0.89, 1.89]],
  "relative_energy_kcal_mol": 145.6,
  "charge": 0,
  "lumo_ev": [0.3, 1.0],
  "total_energy_ha": -273.6765
}

=====

No. 11
{
  "formula": "C7H12",
  "method": "the ωB97M-V functional and the def2-TZVPD basis",
  "elements": ["C", "C", "C", "C", "C", "C", "C", "H", "H", "H", "H", "H", "H", "H", "H", "H", "H", "H", "H"],
  "xyz": [[0.79, 0.93, -2.60], [-0.40, 0.43, -1.82], [-0.10, 0.74, -0.01], [-0.41, 0.20, 1.37], [-1.54, 0.78, 1.95], [0.93, -1.80, 0.74], [0.38, -0.93, 1.78], [1.77, -2.45, 1.28], [0.65, 1.85, -3.29], [1.40, 0.23, -3.13], [-1.43, 1.04, -1.95], [-0.75, -0.70, -1.60], [-0.69, 1.68, 0.07], [1.07, 0.87, 0.00], [-2.17, 0.07, 2.71], [-1.88, 1.81, 1.70], [0.12, -2.39, 0.17], [1.49, -1.29, -0.13], [0.78, -1.08, 2.76]],
  "relative_energy_kcal_mol": 207.5,
  "charge": 0,
  "lumo_ev": -2.2,
  "total_energy_ha": -273.5778
}

=====

No. 12
{
  "formula": "C7H12",
  "method": "the ωB97M-V functional and the def2-TZVPD basis",
  "elements": ["C", "C", "C", "C", "C", "C", "C", "H", "H", "H", "H", "H", "H", "H", "H", "H", "H", "H", "H"],
  "xyz": [[-2.83, -0.93, 0.72], [-1.53, -0.91, 0.46], [-0.81, -0.42, -0.73], [0.43, 0.04, -0.64], [0.91, 1.07, -1.68], [1.50, -0.21, 0.39], [1.82, 0.95, 1.34], [-3.26, -1.15, 1.69], [-3.58, -0.79, -0.06], [-0.92, -1.47, 1.15], [-1.41, -0.05, -1.55], [0.37, 0.95, -2.62], [1.95, 1.03, -2.01], [0.84, 2.00, -1.10], [2.39, -0.55, -0.15], [1.26, -1.11, 0.98], [1.85, 0.61, 2.37], [0.98, 1.67, 1.37], [2.72, 1.49, 1.06]],
  "relative_energy_kcal_mol": 36.8,
  "smiles": "C=C/C=C(/C)CC",
  "charge": 0,
  "lumo_ev": 1.1,
  "total_energy_ha": -273.8499
}